This record from the OMol25 dataset describes a single C14H16BNO molecule at a distorted geometry. The level of theory is ωB97M-V with the def2-TZVPD basis set.

Cartesian coordinates (Å):
N (0.7940, 3.0308, 0.6921)
C (0.3894, 2.9420, -0.7014)
C (1.2564, 1.8969, -1.4594)
O (1.4993, 0.8409, -0.5888)
B (0.5069, -0.0524, -0.2266)
C (-0.6677, -0.5803, -1.1061)
C (-0.4397, -1.1393, -2.3284)
C (-1.4696, -1.5021, -3.1694)
C (-2.7807, -1.3426, -2.7677)
C (-3.0203, -0.7709, -1.5397)
C (-1.9702, -0.3676, -0.7162)
C (0.7188, -0.6712, 1.2026)
C (1.8306, -1.4506, 1.4328)
C (2.1215, -1.8894, 2.7041)
C (1.2326, -1.5875, 3.7381)
C (0.0378, -0.9317, 3.4810)
C (-0.2073, -0.4634, 2.1952)
H (0.6194, 2.1331, 1.1187)
H (1.8044, 3.1322, 0.7410)
H (-0.6772, 2.7350, -0.8097)
H (0.6123, 3.9196, -1.1790)
H (2.2321, 2.3333, -1.6709)
H (0.7982, 1.5212, -2.3646)
H (0.5804, -1.2006, -2.6400)
H (-1.2643, -1.8375, -4.1671)
H (-3.5990, -1.6190, -3.4206)
H (-4.0263, -0.5971, -1.1927)
H (-2.1909, 0.1154, 0.2280)
H (2.4899, -1.6948, 0.5791)
H (3.0189, -2.3963, 2.8917)
H (1.5323, -1.8480, 4.7300)
H (-0.6450, -0.7343, 4.2909)
H (-1.1171, 0.0764, 2.0226)

The gap between HOMO and LUMO comes out at 0.3570 Ha. The energy relative to the best compared isomer or geometry (same formula, charge and spin) comes out at 7.0 kJ/mol. The HOMO energy is -9.0 eV. As for the total charge: 0. Its SMILES is NCCOB(c1ccccc1)c1ccccc1.


This record from the OMol25 dataset describes a molecular structure, C14H16BaN5O2. The level of theory is ωB97M-V with the def2-TZVPD basis set.

Cartesian coordinates (Å):
Ba (0.1510, -0.2221, 1.0013)
N (1.6300, -2.8212, -1.4662)
C (0.2361, -2.9082, -1.6188)
C (-0.2928, -3.9872, -2.3413)
C (-1.6562, -4.0657, -2.4940)
C (-2.4753, -3.0685, -1.9585)
C (-1.8638, -2.0548, -1.2659)
N (-0.5346, -1.9928, -1.0560)
C (2.4122, -1.6647, -1.6240)
C (3.6035, -1.7575, -2.3577)
C (4.3646, -0.6239, -2.5144)
C (3.9290, 0.5875, -1.9719)
C (2.7508, 0.5767, -1.2701)
N (2.0223, -0.5358, -1.0562)
H (2.0929, -3.6328, -1.8455)
H (0.3617, -4.7283, -2.7802)
H (-2.0860, -4.8901, -3.0477)
H (-3.5474, -3.0811, -2.0829)
H (-2.4525, -1.2509, -0.8345)
H (3.9033, -2.6971, -2.8019)
H (5.2878, -0.6730, -3.0767)
H (4.4853, 1.5038, -2.0984)
H (2.3635, 1.4921, -0.8332)
C (-1.8462, 3.1496, 4.2606)
C (-1.3257, 2.3018, 3.1393)
N (-0.6657, 1.2021, 3.2788)
O (-0.3724, 0.7084, 4.5457)
C (-1.5915, 2.7502, 1.7478)
C (-2.3289, 3.9896, 1.3689)
N (-1.1052, 1.9277, 0.8793)
O (-1.1850, 2.0569, -0.4010)
H (-1.6409, 2.7684, 5.2574)
H (-2.9267, 3.2566, 4.1628)
H (-1.4173, 4.1497, 4.1917)
H (-0.7195, 1.3024, 5.2270)
H (-2.6628, 4.5642, 2.2289)
H (-3.1999, 3.7393, 0.7595)
H (-1.6979, 4.6291, 0.7481)

The gap between HOMO and LUMO comes out at 0.2710 Ha. The energy relative to the best compared isomer or geometry (same formula, charge and spin) comes out at 151.9 kJ/mol. The HOMO energy is -10.3 eV. As for the total charge: +1.


This record from the OMol25 dataset describes a molecular structure, C14H16Br2N6RuS at a distorted geometry. The level of theory is ωB97M-V with the def2-TZVPD basis set.

Cartesian coordinates (Å):
Ru (0.4273, -0.4476, -1.6722)
Br (-1.7350, 0.4728, -2.6256)
C (-2.7898, -0.9776, -1.8299)
Br (-1.7534, -1.6461, -0.3228)
H (-2.9150, -1.7767, -2.5619)
H (-3.7528, -0.5930, -1.4863)
N (3.9616, -2.6258, -1.9020)
C (4.3310, -2.0038, -0.7692)
C (3.2561, -1.2089, -0.3735)
N (2.2638, -1.3560, -1.2612)
C (2.7030, -2.2337, -2.2102)
C (1.7934, -2.5368, -3.2535)
N (0.5831, -1.9094, -3.2064)
C (-0.1194, -2.3569, -4.2563)
C (0.6555, -3.2734, -4.9649)
N (1.8333, -3.3625, -4.3258)
H (4.5580, -3.2850, -2.3943)
H (5.2910, -2.1363, -0.2967)
H (3.1947, -0.5824, 0.4999)
H (-1.1171, -2.0459, -4.5009)
H (0.4095, -3.8364, -5.8499)
H (2.6019, -3.9495, -4.6384)
N (0.4204, 3.5862, 1.0957)
C (0.1589, 2.3107, 0.9736)
S (0.9099, 1.4774, -0.3680)
N (-0.5950, 1.6024, 1.8436)
C (-1.3834, 1.9933, 2.9235)
C (-1.6349, 1.0034, 3.9047)
C (-2.3700, 1.3326, 5.0199)
C (-2.9587, 2.5972, 5.1479)
C (-2.6364, 3.6172, 4.2404)
C (-1.9155, 3.2977, 3.1092)
H (1.0096, 4.0742, 0.4244)
H (0.1595, 4.1297, 1.9135)
H (-0.5399, 0.5880, 1.7322)
H (-1.1938, 0.0197, 3.8161)
H (-2.4741, 0.6123, 5.8269)
H (-3.7436, 2.7687, 5.8849)
H (-3.0379, 4.6115, 4.3804)
H (-1.8558, 4.0489, 2.3332)

The gap between HOMO and LUMO (alpha / beta) comes out at 0.3033 / 0.1956 Ha. The energy relative to the best compared isomer or geometry (same formula, charge and spin) comes out at 10.9 kJ/mol. The HOMO energy (alpha / beta) is -20.7 / -20.8 eV. Its spin multiplicity is 5. As for the total charge: +4.


Which of these has the lowest total charge? C14H16BNO


Among the records above, which one has the highest total charge? C14H16Br2N6RuS


Copy entry 3 word for word.
This record from the OMol25 dataset describes a molecular structure, C14H16Br2N6RuS at a distorted geometry. The level of theory is ωB97M-V with the def2-TZVPD basis set.

Cartesian coordinates (Å):
Ru (0.4273, -0.4476, -1.6722)
Br (-1.7350, 0.4728, -2.6256)
C (-2.7898, -0.9776, -1.8299)
Br (-1.7534, -1.6461, -0.3228)
H (-2.9150, -1.7767, -2.5619)
H (-3.7528, -0.5930, -1.4863)
N (3.9616, -2.6258, -1.9020)
C (4.3310, -2.0038, -0.7692)
C (3.2561, -1.2089, -0.3735)
N (2.2638, -1.3560, -1.2612)
C (2.7030, -2.2337, -2.2102)
C (1.7934, -2.5368, -3.2535)
N (0.5831, -1.9094, -3.2064)
C (-0.1194, -2.3569, -4.2563)
C (0.6555, -3.2734, -4.9649)
N (1.8333, -3.3625, -4.3258)
H (4.5580, -3.2850, -2.3943)
H (5.2910, -2.1363, -0.2967)
H (3.1947, -0.5824, 0.4999)
H (-1.1171, -2.0459, -4.5009)
H (0.4095, -3.8364, -5.8499)
H (2.6019, -3.9495, -4.6384)
N (0.4204, 3.5862, 1.0957)
C (0.1589, 2.3107, 0.9736)
S (0.9099, 1.4774, -0.3680)
N (-0.5950, 1.6024, 1.8436)
C (-1.3834, 1.9933, 2.9235)
C (-1.6349, 1.0034, 3.9047)
C (-2.3700, 1.3326, 5.0199)
C (-2.9587, 2.5972, 5.1479)
C (-2.6364, 3.6172, 4.2404)
C (-1.9155, 3.2977, 3.1092)
H (1.0096, 4.0742, 0.4244)
H (0.1595, 4.1297, 1.9135)
H (-0.5399, 0.5880, 1.7322)
H (-1.1938, 0.0197, 3.8161)
H (-2.4741, 0.6123, 5.8269)
H (-3.7436, 2.7687, 5.8849)
H (-3.0379, 4.6115, 4.3804)
H (-1.8558, 4.0489, 2.3332)

The gap between HOMO and LUMO (alpha / beta) comes out at 0.3033 / 0.1956 Ha. The energy relative to the best compared isomer or geometry (same formula, charge and spin) comes out at 10.9 kJ/mol. The HOMO energy (alpha / beta) is -20.7 / -20.8 eV. Its spin multiplicity is 5. As for the total charge: +4.